No. 1
A 2-piece molecular cluster, C7H9FO overall, computed with ωB97M-V with the def2-TZVPD basis set.

Output
Energy = -447.2188 hartree
SMILES = Oc1ccccc1.CF
Kohn-Sham gap = 9.4448 eV
HOMO = -8.640 eV
Relative energy (zero: lowest compared OMol25 entry of this formula, charge and spin) = 0.0 kJ/mol

```
18
C7H9FO ωB97M-V with the def2-TZVPD basis set
F 2.293 -1.100 2.989
C 1.865 -0.212 3.956
H 1.275 0.599 3.498
H 2.730 0.233 4.477
H 1.235 -0.729 4.699
O 3.115 2.006 0.159
C -0.344 3.625 -1.502
C 0.830 4.374 -1.398
C -0.360 2.310 -1.040
C 1.978 3.818 -0.841
C 0.786 1.745 -0.480
C 1.955 2.501 -0.381
H 2.954 1.072 0.439
H -1.247 4.068 -1.942
H 0.854 5.411 -1.758
H -1.276 1.709 -1.115
H 2.909 4.394 -0.753
H 0.771 0.709 -0.118
```

Löwdin population analysis, charges in e, atoms 1 to 5: atom 1 (F): -0.1158, atom 2 (C): -0.1162, atom 3 (H): 0.0760, atom 4 (H): 0.0795, atom 5 (H): 0.0786

***

No. 2
A 3-piece molecular cluster, C3H10IN2O overall, computed with ωB97M-V with the def2-TZVPD basis set.

Output
Charge = +1
Energy = -602.4526 hartree
Kohn-Sham gap = 9.4652 eV
HOMO = -12.676 eV
Relative energy (zero: lowest compared OMol25 entry of this formula, charge and spin) = 102.5 kJ/mol

```
17
C3H10IN2O ωB97M-V with the def2-TZVPD basis set
C 2.640 1.142 0.209
C 0.229 1.116 -0.231
C -0.512 -1.704 0.594
N 1.239 1.720 0.418
N -0.551 -2.453 -0.447
O -0.215 -0.512 0.716
I -4.575 0.442 -0.464
H 2.637 0.024 0.078
H 3.109 1.726 -0.646
H 3.181 1.420 1.099
H 0.318 0.863 -1.215
H -0.854 1.505 0.135
H -0.737 -2.143 1.574
H -0.333 -2.080 -1.376
H 1.112 1.950 1.368
H -0.783 -3.496 -0.362
H -5.906 0.478 -1.450
```

Löwdin population analysis, charges in e, atoms 1 to 5: atom 1 (C): -0.0200, atom 2 (C): 0.0366, atom 3 (C): -0.3410, atom 4 (N): -0.0234, atom 5 (N): 0.1889

***

No. 3
A 2-piece molecular cluster, C3H10N2O3 overall, computed with ωB97M-V with the def2-TZVPD basis set.

Output
Energy = -455.4865 hartree
SMILES = NC(=O)NCCO.O
Kohn-Sham gap = 10.3534 eV
HOMO = -9.630 eV
Relative energy (zero: lowest compared OMol25 entry of this formula, charge and spin) = 223.5 kJ/mol

```
18
C3H10N2O3 ωB97M-V with the def2-TZVPD basis set
C 2.002 0.573 -1.095
C 2.362 -0.836 -0.520
O 1.096 -1.128 0.151
N 1.382 1.687 -0.193
C -0.007 2.064 -0.196
N -0.914 1.389 -1.019
O -0.432 2.879 0.635
H 2.972 0.776 -1.667
H 1.216 0.401 -1.805
H 2.489 -1.434 -1.481
H 3.201 -0.909 0.245
H 1.001 -0.501 0.852
H 1.896 2.358 0.459
H -0.803 1.032 -1.855
H -1.884 1.301 -0.671
H -5.415 -2.747 2.133
H -5.157 -3.457 3.518
O -5.005 -3.447 2.509
```

Löwdin population analysis, charges in e, atoms 1 to 5: atom 1 (C): -0.1592, atom 2 (C): -0.2056, atom 3 (O): -0.1090, atom 4 (N): 0.0497, atom 5 (C): -0.5578